The following is a quantum chemistry calculation of 2 unconnected molecules or ions with the total composition H2NO2S, from OMol25.

Structure (XYZ):
```
6
Properties=species:S:1:pos:R:3:forces:R:3:nbo_charge:R:1
N -1.056 1.343 -0.380 -0.07 0.14 -0.63 -1.135
O -1.646 -1.089 -1.160 0.19 -0.08 -1.03 -0.995
O -2.571 -0.150 0.869 -1.01 0.08 1.14 -0.990
S -1.503 -0.108 -0.093 0.75 -0.68 0.97 1.977
H -0.425 1.164 -1.152 0.47 0.49 -0.37 0.331
H 1.592 -0.862 0.916 -0.33 0.03 -0.08 -0.188
```
Forces are in eV/Å.

Computed properties:
net charge = -1
total energy = -16449.7874 eV
frontier orbital gap (alpha / beta) = 0.1932 / 0.3369 Eh
relative energy (zero: lowest compared OMol25 entry of this formula, charge and spin) = 84.6 kcal/mol



The following is a quantum chemistry calculation of 2 unconnected molecules or ions with the total composition C2H6N2O2, from OMol25.

Structure (XYZ):
```
12
Properties=species:S:1:pos:R:3:forces:R:3:nbo_charge:R:1
C -0.031 -1.059 2.869 1.81 1.17 -2.31 0.522
N -0.101 -0.015 1.931 -1.82 -0.14 0.37 -0.858
O 1.059 -1.532 3.143 -1.52 0.04 0.55 -0.586
H -1.039 -1.396 3.150 0.22 -0.19 0.48 0.118
H -1.052 0.349 1.636 2.09 -0.54 0.57 0.392
H 0.766 0.380 1.550 -0.78 -0.33 0.34 0.412
C -0.282 0.921 -2.162 0.94 2.90 0.12 0.513
N -0.706 -0.140 -2.873 0.65 -0.15 -2.08 -0.820
O 0.300 1.878 -2.718 -1.20 -2.11 1.55 -0.616
H -0.534 0.992 -0.998 0.37 -0.64 -2.31 0.114
H -0.416 -0.203 -3.895 -0.51 0.40 2.13 0.413
H -1.077 -0.975 -2.490 -0.26 -0.41 0.60 0.396
```
Forces are in eV/Å.

Computed properties:
total energy = -9246.3578 eV
SMILES string = NC=O.NC=O
frontier orbital gap = 0.3928 Eh
relative energy (zero: lowest compared OMol25 entry of this formula, charge and spin) = 22.1 kcal/mol



The following is a quantum chemistry calculation of 2 unconnected molecules or ions with the total composition C4H14N2, from OMol25.

Structure (XYZ):
```
20
Properties=species:S:1:pos:R:3:forces:R:3:nbo_charge:R:1
C 2.448 0.274 -0.786 0.85 -0.06 1.86 -0.630
C 1.739 -0.932 -0.132 -2.29 1.29 -1.25 -0.219
N 2.492 -1.940 0.606 0.06 0.60 -0.40 -0.843
H 2.933 0.002 -1.726 0.19 0.24 0.26 0.207
H 1.835 1.173 -0.895 -0.53 -0.53 -0.43 0.218
H 3.141 0.661 -0.005 0.37 -0.37 -0.77 0.202
H 0.896 -0.515 0.473 0.87 -0.39 0.06 0.177
H 1.167 -1.388 -0.976 0.38 -0.14 0.46 0.162
H 2.092 -2.798 0.249 0.86 -0.41 0.38 0.365
H 3.505 -1.869 0.458 -0.69 -0.31 -0.17 0.361
C -1.187 1.267 0.585 1.46 -1.12 -0.26 -0.425
N -2.328 0.349 0.478 1.10 0.31 1.79 -0.627
C -3.171 0.796 -0.583 -1.77 0.15 -0.54 -0.418
H -0.521 1.062 -0.274 -0.21 0.06 0.20 0.183
H -1.408 2.330 0.489 -0.35 0.24 0.47 0.168
H -0.545 1.033 1.477 -0.87 0.41 -0.61 0.204
H -2.756 0.325 1.437 -0.04 -0.01 -1.76 0.359
H -3.705 1.719 -0.327 0.10 0.35 -0.17 0.161
H -3.973 0.092 -0.827 0.16 -0.25 0.25 0.198
H -2.668 0.957 -1.550 0.37 -0.08 0.62 0.197
```
Forces are in eV/Å.

Computed properties:
total energy = -7353.9608 eV
SMILES string = CCN.CNC
frontier orbital gap = 0.3640 Eh
relative energy (zero: lowest compared OMol25 entry of this formula, charge and spin) = 26.7 kcal/mol